15
Properties=species:S:1:pos:R:3 method="wB97M-V/def2-TZVPD" smiles=CNn1cncc1S e_tot_ha=-718.984717 fmax_ha_per_bohr=0.0774 e_above_lowest_kcal_mol=73.96 spin_multiplicity=1 molar_mass_da=129.19
C -1.21 -2.09 -0.15
N -0.41 -1.52 0.95
N -0.19 -0.16 0.85
C -0.75 0.79 1.60
N -0.54 1.99 1.14
C 0.12 1.84 -0.04
C 0.35 0.55 -0.28
S 1.19 -0.13 -1.76
H -0.89 -1.84 -1.13
H -1.19 -3.16 -0.08
H -2.28 -2.00 0.10
H 0.55 -2.12 1.11
H -1.30 0.57 2.46
H 0.66 2.65 -0.53
H 2.38 -0.86 -1.08